8
Properties=species:S:1:pos:R:3:forces:R:3:lowdin_charge:R:1 method="wB97M-V/def2-TZVPD" smiles="C#CC#CC=O" molar_mass_g_mol=78.07 spin_multiplicity=1 orbital_gap_ev=9.670 e_homo_ev=-10.1840 lumo_energy_ev=-0.51 relative_energy_ev=0.850
C -0.13360 1.54017 1.89377 -0.39 0.01 -0.30 0.16
C -0.73771 1.14355 0.92681 0.39 0.08 0.41 -0.12
C -0.94427 0.39092 -0.20418 0.26 -0.39 -0.17 -0.03
C -0.73998 -0.42976 -1.07911 0.13 0.44 0.43 0.05
C 0.39588 -1.29984 -1.39108 0.29 0.00 -0.29 -0.29
O 1.31316 -0.99208 -2.10618 -0.45 -0.22 0.09 0.06
H 0.43924 1.86147 2.73177 -0.19 0.14 0.04 0.04
H 0.40727 -2.21444 -0.77179 -0.05 -0.06 -0.21 0.13